[1]
{
  "formula": "C24H28N7O2S3Ti",
  "method": "ωB97M-V with the def2-TZVPD basis set",
  "species": ["Ti", "C", "C", "N", "C", "C", "N", "C", "C", "N", "H", "H", "H", "H", "H", "H", "H", "H", "H", "H", "H", "H", "H", "H", "H", "S", "C", "S", "S", "N", "C", "C", "C", "C", "C", "C", "C", "H", "H", "H", "H", "H", "O", "C", "C", "C", "C", "O", "N", "H", "H", "H", "H", "N", "C", "C", "C", "C", "N", "C", "C", "H", "H", "H", "H"],
  "positions_angstrom": [[-0.16350, -0.08660, -0.21175], [-2.80250, -0.47665, 1.66716], [-2.49201, 1.02879, 1.65083], [-1.07066, 1.30612, 1.40849], [-0.21410, 1.29257, 2.60456], [0.12167, -0.15030, 2.93351], [0.49937, -0.79579, 1.67403], [0.23026, -2.23156, 1.66949], [-1.28450, -2.43595, 1.51800], [-1.87596, -1.26105, 0.82980], [-2.75795, -0.84030, 2.69270], [-3.83489, -0.61413, 1.33716], [-3.05524, 1.49116, 0.84373], [-2.82565, 1.47175, 2.59590], [-1.00993, 2.23408, 1.01090], [0.71341, 1.80834, 2.35464], [-0.68887, 1.80110, 3.45058], [0.94860, -0.19140, 3.64758], [-0.73689, -0.65628, 3.37789], [1.53675, -0.61179, 1.58268], [0.74317, -2.66054, 0.81333], [0.60455, -2.71810, 2.57634], [-1.46865, -3.32610, 0.92479], [-1.76046, -2.57902, 2.49034], [-2.37629, -1.63286, 0.02785], [4.89608, -0.50212, -1.18118], [3.57846, -0.48886, -0.16212], [3.67998, 0.06041, 1.45007], [2.11041, -1.26246, -0.77895], [1.05570, 1.51222, -0.21070], [1.82386, 2.09359, -0.83988], [2.75427, 2.83955, -1.59522], [2.34535, 3.40868, -2.80673], [3.24785, 4.15211, -3.54048], [4.55121, 4.30830, -3.08232], [4.95637, 3.72913, -1.88762], [4.06187, 2.99647, -1.12947], [1.33720, 3.23848, -3.16152], [2.94010, 4.60663, -4.47274], [5.25972, 4.87611, -3.67146], [5.97765, 3.83481, -1.54876], [4.36172, 2.52834, -0.19990], [0.38641, 0.30347, -2.64434], [0.04529, -0.87455, -2.69547], [0.20178, -1.84659, -3.84188], [-0.61657, -3.05280, -3.38845], [-1.12840, -2.65664, -2.00971], [-1.93060, -3.29433, -1.34666], [-0.63148, -1.43317, -1.65584], [1.26451, -2.06074, -3.95598], [-0.15215, -1.39637, -4.76944], [-0.03065, -3.96617, -3.29265], [-1.46432, -3.26839, -4.03802], [-3.35310, 3.49447, -5.90501], [-3.02812, 2.99894, -4.92169], [-2.62378, 2.39689, -3.69630], [-3.02227, 1.10704, -3.35032], [-2.61133, 0.58309, -2.14526], [-1.81587, 1.21967, -1.27248], [-1.46908, 2.46879, -1.60936], [-1.83891, 3.09327, -2.77857], [-3.65179, 0.53340, -4.01581], [-2.95461, -0.39896, -1.84892], [-0.86071, 3.01334, -0.89936], [-1.53010, 4.10843, -2.98471]],
  "forces_ev_per_angstrom": [[-0.2273, -0.1660, 1.0328], [0.0189, 0.2575, 0.1071], [-0.0967, -0.2101, 0.0342], [-0.2473, 0.2558, 0.1196], [0.0888, -0.1846, 0.1445], [-0.1963, 0.2826, -0.0001], [1.2134, -0.1989, 0.7011], [-0.2385, -0.2295, 0.1549], [0.3045, -0.0339, 0.2161], [-0.3434, -0.0788, -0.1537], [0.0165, -0.0673, -0.0327], [0.0122, -0.0515, 0.0114], [0.0196, 0.0872, 0.0305], [-0.0259, 0.0390, -0.0453], [0.0078, 0.0380, -0.0056], [-0.0159, 0.0311, -0.0282], [0.0156, 0.0097, -0.0256], [-0.0307, -0.0507, -0.0011], [0.0327, -0.0280, 0.0120], [-0.2092, -0.2882, 0.0279], [0.1513, 0.0319, 0.0557], [-0.0052, -0.0019, -0.0223], [-0.0764, -0.0158, -0.0269], [-0.0684, 0.0585, -0.0414], [-0.0187, -0.1436, 0.0382], [-0.0534, 0.1804, -0.1625], [0.3909, -0.3424, 0.0024], [-0.6090, 0.2317, 0.1705], [-0.2828, -0.0919, -0.0456], [1.1967, 1.4393, -0.3530], [-0.1793, -0.0922, 0.5196], [0.4358, 0.3678, -0.3675], [-0.0307, -0.0941, 0.1529], [-0.0036, 0.0341, -0.0509], [0.0000, -0.0405, 0.0284], [0.0180, 0.0627, -0.0480], [-0.0920, -0.1336, 0.0936], [-0.0016, 0.0050, -0.0179], [0.0165, -0.0380, -0.0137], [-0.0028, 0.0085, 0.0097], [-0.0072, 0.0022, 0.0034], [-0.0127, -0.1109, -0.0044], [-0.2349, 0.1454, -0.0004], [-0.2105, -0.3140, -0.7195], [0.1362, 0.0618, -0.0374], [0.0375, 0.0552, 0.0416], [-0.1681, -0.1055, -0.1253], [0.0532, 0.0550, 0.0023], [-0.1292, -0.7731, -0.9199], [0.0149, 0.0334, 0.0193], [0.0164, 0.0363, 0.0116], [0.0001, 0.0015, 0.0026], [-0.0195, -0.0470, 0.0380], [-0.0040, -0.0158, 0.0163], [-0.1018, 0.1902, -0.4378], [0.3138, -0.4048, 0.8931], [-0.1725, 0.2893, -0.3560], [-0.1503, -0.0851, 0.4801], [-0.2669, 0.2473, -1.0733], [0.0090, -0.0751, 0.3836], [-0.2599, 0.1602, -0.4203], [-0.0110, -0.0404, 0.0533], [0.1157, -0.0775, -0.0741], [0.1218, -0.0587, -0.0482], [0.0456, -0.0091, 0.0501]],
  "homo_lumo_gap_ev": [4.388, 4.390],
  "spin_multiplicity": 2,
  "lumo_energy_ev": [-1.5, -1.5],
  "molar_mass_g_mol": 590.60
}

[2]
{
  "formula": "C24H29AgClN5",
  "method": "ωB97M-V with the def2-TZVPD basis set",
  "species": ["Ag", "C", "C", "N", "C", "C", "C", "C", "C", "C", "C", "N", "C", "C", "N", "N", "H", "H", "H", "H", "H", "H", "H", "H", "H", "H", "H", "H", "H", "H", "H", "H", "H", "H", "N", "C", "C", "C", "C", "C", "C", "H", "H", "H", "H", "H", "Cl", "C", "C", "C", "C", "C", "C", "C", "H", "H", "H", "H", "H", "H"],
  "positions_angstrom": [[-1.35997, -0.20379, 0.63082], [1.22130, 2.18172, 1.58390], [0.87835, 2.31405, 0.10052], [-0.48385, 1.93249, -0.24976], [-1.55780, 2.82543, 0.12295], [-1.88473, 2.73485, 1.60152], [-2.11101, 3.87917, 2.36160], [-2.35827, 3.74563, 3.71204], [-2.32903, 2.48310, 4.25959], [-2.09688, 1.37970, 3.43682], [-2.05089, -0.02784, 4.03278], [-0.98497, -0.93279, 3.66990], [0.36933, -0.57412, 4.05438], [0.97798, 0.74153, 3.54541], [0.94778, 0.85677, 2.10519], [-1.93415, 1.51368, 2.12690], [2.27022, 2.49536, 1.70719], [0.62633, 2.88899, 2.17116], [1.10974, 3.34631, -0.20502], [1.51669, 1.64762, -0.48492], [-0.50810, 1.71386, -1.23929], [-1.36413, 3.87755, -0.13628], [-2.44264, 2.49697, -0.42961], [-2.06291, 4.85334, 1.89074], [-2.54801, 4.61451, 4.33129], [-2.46692, 2.33519, 5.32404], [-2.04339, 0.09304, 5.12132], [-2.98663, -0.52533, 3.76750], [-1.03625, -1.22665, 2.69392], [0.42827, -0.53763, 5.15020], [0.99819, -1.40608, 3.72974], [0.39936, 1.58185, 3.94500], [1.98898, 0.83592, 3.97732], [1.49681, 0.14336, 1.64321], [-1.32900, -2.17954, 0.42896], [-0.84358, -3.15101, -0.31092], [0.01974, -4.19029, 0.23545], [0.46055, -5.27564, -0.50150], [0.11145, -5.45184, -1.84671], [-0.70328, -4.46413, -2.42390], [-1.16112, -3.37433, -1.71073], [0.31136, -4.07763, 1.27703], [1.11059, -6.00640, -0.02149], [0.47975, -6.29135, -2.42493], [-0.96607, -4.54865, -3.47553], [-1.76917, -2.61546, -2.19678], [2.98466, -0.13048, -8.25020], [2.42214, -0.15451, -6.56563], [1.08059, 0.08557, -6.26230], [0.63984, 0.08188, -4.95650], [1.51873, -0.15314, -3.82729], [1.09693, -0.09024, -2.51047], [2.88458, -0.44478, -4.21565], [3.31057, -0.43495, -5.52615], [0.38174, 0.26978, -7.07189], [-0.41328, 0.25401, -4.74986], [1.76785, -0.37287, -1.70232], [0.04680, -0.01674, -2.25020], [3.59332, -0.68667, -3.42984], [4.34554, -0.65835, -5.76271]],
  "forces_ev_per_angstrom": [[-0.1602, -0.2182, -0.5292], [-0.2081, -0.1980, 0.0400], [-0.0370, -0.1691, 0.0679], [0.0755, 0.2424, 0.0419], [0.0384, -0.0617, 0.0446], [-0.0243, 0.3697, -0.1181], [0.1095, 0.0053, -0.3724], [-0.0800, 0.1786, 0.0662], [0.0340, -0.3665, 0.1845], [-0.0881, -0.1995, 0.3522], [0.1521, -0.0910, -0.0343], [0.1771, 0.5395, 0.1537], [-0.1620, -0.0811, -0.0678], [-0.2438, 0.0117, -0.1915], [0.2026, 0.2522, 0.1132], [0.1161, 0.1858, -0.1599], [0.0861, 0.0260, 0.0031], [-0.0103, 0.0169, 0.0224], [-0.0032, 0.0672, -0.0277], [0.0266, 0.0706, -0.0481], [0.0184, -0.1542, 0.0227], [0.0204, 0.0788, 0.0376], [-0.0429, 0.0329, -0.0271], [-0.0092, -0.0116, -0.0178], [0.0286, 0.0093, 0.0006], [0.0012, -0.0329, -0.0093], [-0.0506, -0.0050, 0.0927], [-0.0790, 0.0217, -0.0459], [-0.0368, -0.3763, -0.1425], [-0.0033, -0.0485, 0.0627], [0.0641, -0.0036, -0.0164], [0.0243, 0.0128, 0.0278], [0.0908, -0.0075, 0.0478], [-0.0849, -0.1077, -0.0664], [0.3623, -0.4412, 0.5081], [-0.2979, 0.1527, 0.0642], [-0.0383, -0.0705, -0.1622], [-0.1077, 0.2009, 0.0139], [-0.0579, 0.0903, 0.0677], [0.0147, 0.0809, 0.1779], [0.1420, -0.0942, -0.0562], [-0.0043, -0.0091, -0.0110], [-0.0021, -0.0074, 0.0245], [0.0088, -0.0070, -0.0049], [-0.0310, 0.0161, -0.0331], [0.0277, -0.0354, 0.0144], [-0.0555, -0.0067, 0.1583], [-0.0035, 0.0092, 0.0584], [0.0148, -0.0001, 0.1033], [0.1135, -0.0505, 0.0066], [-0.0316, 0.1702, 0.0362], [0.2325, 0.2280, -0.1733], [-0.1302, 0.0452, -0.0670], [-0.0860, 0.0190, 0.0483], [-0.0320, 0.0034, 0.0239], [0.0491, 0.0025, -0.0493], [-0.0510, -0.0833, -0.1240], [-0.0234, -0.2030, -0.1339], [0.0215, 0.0061, -0.0296], [0.0232, -0.0054, 0.0316]],
  "total_charge": -2,
  "homo_lumo_gap_ev": 3.044,
  "spin_multiplicity": 1,
  "lumo_energy_ev": 3.9,
  "molar_mass_g_mol": 530.85
}

Number 1: total energy -3509.243453 hartree, strongest force on any atom 1.9 eV/A. Number 2: total energy -1812.723894 hartree, strongest force on any atom 0.8 eV/A.